Molecular formula: C15H23Cl5GdN11O4
Method: DFT, the ωB97M-V functional and the def2-TZVPD basis

Last column: Mulliken spin population.
Positions of all 59 atoms, in Å:
Gd 0.05444 0.04757 0.63582  6.656
C -1.27738 3.74634 3.76035  0.000
O -2.25285 3.17422 2.84609  0.003
C -1.81659 2.28130 1.99897  -0.007
O -0.65093 1.86654 1.95096  0.026
N -2.79239 1.83555 1.18977  0.000
N -2.49807 0.84647 0.24703  -0.012
H -1.83872 4.42841 4.38401  0.000
H -0.51336 4.28150 3.20365  0.000
H -0.82632 2.96406 4.36340  -0.001
H -3.70644 2.24759 1.24723  0.001
H -2.45904 1.24162 -0.68133  0.004
H -3.22534 0.14861 0.27217  0.007
N 1.89764 -0.52797 -1.14701  0.011
C 1.04828 -0.27649 -2.33877  -0.009
C 1.84310 0.27819 -3.52242  0.005
C 1.09093 0.50296 -4.84158  -0.001
C 0.35472 -0.68237 -5.46481  0.001
N -0.99365 -0.83449 -4.90406  -0.001
C -1.94242 -1.57563 -5.45541  0.001
N -3.17410 -1.57502 -4.93772  0.002
N -1.68473 -2.30386 -6.54209  0.000
C -0.05776 0.67954 -1.88318  0.000
O -1.19622 0.55002 -2.35139  0.007
O 0.25752 1.49414 -0.94264  0.027
H 2.53210 0.25390 -1.05399  0.001
H 2.46940 -1.34599 -1.29981  0.001
H 0.56802 -1.20973 -2.59897  0.001
H 2.68863 -0.39326 -3.69408  0.000
H 2.25859 1.24539 -3.22072  0.000
H 1.82964 0.82969 -5.57119  0.000
H 0.38578 1.33209 -4.73748  0.000
H 0.92802 -1.60706 -5.33931  -0.001
H 0.25777 -0.49138 -6.53408  0.000
H -1.20328 -0.37192 -4.02378  -0.001
H -3.38122 -1.00525 -4.13788  -0.001
H -3.90809 -2.14291 -5.31880  0.000
H -0.74621 -2.39671 -6.88927  0.000
H -2.39056 -2.88714 -6.95436  0.000
Cl -1.10922 -0.96819 3.12591  0.008
C -1.51510 -2.26091 2.00343  -0.014
C -1.13076 -2.06814 0.68480  0.255
C -1.48342 -3.10597 -0.16567  -0.015
Cl -1.02996 -3.00350 -1.85308  0.004
C -2.15784 -4.25079 0.25452  0.019
Cl -2.53957 -5.50336 -0.85171  0.004
C -2.51705 -4.38057 1.59636  -0.011
Cl -3.33514 -5.77336 2.14216  -0.001
C -2.19181 -3.36620 2.49134  0.019
Cl -2.61399 -3.48464 4.14587  0.003
N 3.90993 2.12172 2.49820  0.000
N 3.31170 0.89643 2.47543  -0.001
N 3.62144 -0.04326 3.33332  0.000
C 2.73677 -0.98873 3.02292  0.000
N 1.95662 -0.61602 2.00874  0.007
N 2.34779 0.60785 1.66336  0.002
H 4.79041 2.08504 2.98304  0.000
H 3.90068 2.57316 1.60012  0.000
H 2.67159 -1.93487 3.53744  0.000

**E_LUMO (alpha / beta)**: -4.46 / -7.11 eV
**Calculated total energy**: -123944.65583 eV
**Relative energy (zero: lowest compared OMol25 entry of this formula, charge and spin)**: 4.2 kcal per mole
**Frontier orbital gap (alpha / beta)**: 9.2 / 6.6 eV
**Charge**: +2
**<S²>**: 16.046
**Spin multiplicity**: 8